# 1
C8H24AgBr6F6NO10S2 as an isolated structure at a distorted geometry. Source: OMol25; level of theory: the ωB97M-V functional and the def2-TZVPD basis.

Positions of all 58 atoms, in Å:
1 Ag 4.42489 1.13102 0.11506
2 C -1.15798 -1.66607 0.87670
3 F -0.40821 -2.31594 1.82383
4 F -1.09356 -2.40550 -0.23535
5 F -2.40321 -1.57723 1.21763
6 S -0.32250 0.14721 0.56484
7 O -1.38408 1.07024 0.13537
8 O 0.21323 0.42866 1.88142
9 N 0.83848 -0.09927 -0.74690
10 S -0.00408 0.03472 -2.10675
11 O -1.38133 -0.41337 -2.04737
12 O 0.31237 1.29486 -2.76671
13 C 0.78513 -1.46772 -3.12500
14 F 0.04451 -1.63518 -4.24673
15 F 2.01814 -1.07072 -3.44807
16 F 0.66158 -2.61266 -2.42433
17 Br 2.76863 0.29691 11.33989
18 C 1.88659 0.11899 9.61116
19 C 2.42811 -1.01933 8.73648
20 Br 1.94175 -2.73863 9.49813
21 H 1.97112 1.00749 8.98545
22 H 0.80152 0.02671 9.65824
23 H 3.51358 -1.04579 8.83208
24 H 2.09413 -1.01912 7.69889
25 Br -0.80494 -3.39035 -11.61089
26 C 0.46396 -4.36190 -10.39121
27 C 1.09284 -5.62071 -11.07187
28 Br 1.95206 -5.06079 -12.75969
29 H 0.03385 -4.60543 -9.41972
30 H 1.16837 -3.59277 -10.07444
31 H 0.28557 -6.32934 -11.25696
32 H 1.84842 -5.96764 -10.36701
33 Br -6.14860 5.49140 4.69252
34 C -5.74194 5.08047 2.83906
35 C -6.96418 4.48941 2.07611
36 Br -7.39943 2.61787 2.47495
37 H -4.81094 4.51404 2.81696
38 H -5.50141 6.03261 2.36612
39 H -6.68903 4.50507 1.02153
40 H -7.89776 5.03000 2.23195
41 O 6.67750 -1.03107 -1.87719
42 H 7.51832 -0.61903 -2.07585
43 H 6.71842 -1.88224 -2.31316
44 O 2.81504 4.04523 1.77010
45 H 1.99995 4.50278 1.56390
46 H 2.90029 4.12325 2.72030
47 O -6.34254 -4.09151 4.29629
48 H -5.45665 -3.90667 3.98443
49 H -6.78707 -3.24413 4.27240
50 O -3.40769 5.51111 -1.26913
51 H -2.76481 6.18378 -1.49378
52 H -2.90558 4.84789 -0.79557
53 O 4.61690 3.77086 -2.24967
54 H 4.39404 3.92436 -3.16782
55 H 4.48618 4.61915 -1.82593
56 O 3.99325 -3.01440 1.49629
57 H 4.74941 -3.31354 2.00123
58 H 3.35939 -3.72809 1.56778

The HOMO energy (alpha / beta) is -11.08 / -11.08 eV. As for the LUMO energy (alpha / beta): -6.28 / -8.16 eV. As for the spin multiplicity: 2. The calculation puts the HOMO-LUMO gap (alpha / beta) at 4.800 / 2.924 eV. As for the net charge: +1.

Atomic partial charges in e from the Mulliken method, atoms 1 to 2: 0.945 0.706

# 2
A 2-piece molecular cluster, C8H24B2N3O3 overall at a distorted geometry. Source: OMol25; level of theory: the ωB97M-V functional and the def2-TZVPD basis.

Positions of all 40 atoms, in Å:
1 C -3.90120 3.78298 3.33016
2 C -4.94833 2.92313 2.63404
3 O -4.39758 1.84631 1.92023
4 B -3.84798 2.26072 0.64595
5 O -4.77230 2.29346 -0.44219
6 N -2.52303 2.58765 0.56117
7 B -1.95095 2.52120 -0.71542
8 N -0.96632 1.42129 -1.04643
9 O -2.18232 3.48532 -1.74508
10 H -2.93656 3.67198 2.86179
11 H -4.22313 4.81795 3.30161
12 H -3.80089 3.52723 4.37963
13 H -5.61714 2.52026 3.39320
14 H -5.57205 3.53420 1.97680
15 H -5.41403 3.00417 -0.32138
16 H -1.20863 0.65698 -0.42590
17 H -0.08077 1.75273 -0.66969
18 H -1.37942 4.01884 -1.84169
19 C 4.80586 -3.28657 -1.72987
20 C 4.08881 -2.27609 -0.84622
21 N 2.85096 -1.79161 -1.41932
22 C 2.30430 -0.63660 -0.72268
23 C 1.84284 -0.81958 0.72800
24 C 1.89060 -2.81301 -1.79439
25 C 1.39653 -3.77485 -0.70473
26 H 4.97881 -2.87768 -2.72628
27 H 5.77410 -3.53608 -1.29227
28 H 4.24502 -4.21646 -1.83008
29 H 4.74964 -1.41585 -0.71130
30 H 3.94636 -2.72084 0.15256
31 H 1.47196 -0.23809 -1.30746
32 H 3.06713 0.14892 -0.74086
33 H 0.89612 -1.35260 0.79028
34 H 1.68458 0.15785 1.18612
35 H 2.58150 -1.34840 1.33345
36 H 2.32857 -3.40838 -2.60062
37 H 1.03185 -2.31801 -2.25175
38 H 2.21056 -4.14036 -0.07622
39 H 0.92951 -4.64575 -1.17027
40 H 0.64700 -3.31639 -0.06289

The HOMO energy is -3.49 eV. As for the LUMO energy: 2.76 eV. The calculation puts the HOMO-LUMO gap at 6.254 eV. As for the net charge: -1.

Atomic partial charges in e from the Mulliken method, atoms 1 to 2: -0.980 -0.249

# 3
C8H24B3CdO4 as an isolated structure at a distorted geometry. Source: OMol25; level of theory: the ωB97M-V functional and the def2-TZVPD basis.

Positions of all 40 atoms, in Å:
1 Cd 11.19593 14.16954 -4.12247
2 B 10.90388 13.44984 -7.03563
3 H 11.17588 14.42984 -6.67527
4 H 11.40480 13.33614 -7.98452
5 H 11.14295 12.67087 -6.32832
6 H 9.83126 13.41029 -7.14596
7 B 12.55797 16.45677 -3.06515
8 H 13.10987 15.57004 -2.79434
9 H 11.62616 16.50955 -2.52367
10 H 13.09314 17.32281 -2.70765
11 H 12.33243 16.49495 -4.11963
12 B 10.36999 12.26694 -2.26531
13 H 9.86498 13.19891 -2.06369
14 H 11.42591 12.47195 -2.18016
15 H 10.03953 11.52018 -1.56005
16 H 10.04312 11.94421 -3.24165
17 O 14.24380 12.02337 -4.87185
18 C 14.65077 11.01427 -5.35720
19 O 15.78172 10.93751 -5.98336
20 C 15.92226 9.61637 -6.63220
21 C 15.05068 8.81630 -5.75378
22 C 13.90647 9.70135 -5.53488
23 H 16.98554 9.39078 -6.55072
24 H 15.61272 9.75091 -7.66862
25 H 15.49153 8.56353 -4.78949
26 H 14.76150 7.91314 -6.29115
27 H 13.26594 9.44334 -4.69152
28 H 13.39249 9.70516 -6.49609
29 O 8.03559 15.88263 -5.23240
30 C 7.17644 16.24706 -6.06644
31 O 5.87797 16.03791 -5.79685
32 C 5.05321 16.65181 -6.77120
33 C 6.01742 17.55819 -7.58671
34 C 7.33608 16.97465 -7.36201
35 H 4.32213 17.25156 -6.22904
36 H 4.52399 15.98526 -7.45217
37 H 5.98744 18.60568 -7.28680
38 H 5.71644 17.50408 -8.63293
39 H 8.10122 17.75097 -7.36432
40 H 7.61460 16.30075 -8.17218

The HOMO energy is -6.58 eV. As for the LUMO energy: 1.69 eV. The calculation puts the HOMO-LUMO gap at 8.267 eV. As for the net charge: -1.

Atomic partial charges in e from the Mulliken method, atoms 1 to 2: 1.097 0.312

# 4
A 6-piece molecular cluster, C8H24BBrCl2F4N2O overall at a distorted geometry. Source: OMol25; level of theory: the ωB97M-V functional and the def2-TZVPD basis.

Positions of all 43 atoms, in Å:
1 N -0.96605 -2.85538 2.45368
2 H -1.92683 -3.04912 2.20982
3 H -0.29393 -3.19554 1.78090
4 H -0.79827 -3.37172 3.30535
5 H -0.87085 -1.85049 2.48879
6 Br 0.78910 -4.23773 -0.05445
7 C 2.69729 -0.50601 0.21150
8 C 1.85766 0.72039 0.03628
9 N 0.79287 0.71051 -1.03125
10 C 1.44662 0.74684 -2.48853
11 C -0.06693 -0.57078 -0.86051
12 C -1.16312 -0.93311 -1.90318
13 C -0.25206 1.83456 -0.94341
14 C 0.29427 3.25197 -1.11087
15 O 1.09817 3.68939 -0.03079
16 C 1.62141 4.96926 -0.23662
17 H 3.06007 -1.06033 -0.65408
18 H 2.19629 -1.20843 0.87762
19 H 3.55879 -0.17317 0.79042
20 H 2.51822 1.54814 -0.22176
21 H 1.40161 0.84829 1.01800
22 H 2.26289 1.46735 -2.54026
23 H 0.80558 0.92058 -3.35281
24 H 1.85330 -0.24685 -2.67642
25 H -0.47209 -0.58524 0.15128
26 H 0.69313 -1.35178 -0.88241
27 H -2.07161 -0.35519 -2.07271
28 H -1.38856 -1.99211 -1.77750
29 H -0.60525 -0.93438 -2.83959
30 H -0.57325 1.71818 0.09167
31 H -0.99140 1.56503 -1.69762
32 H -0.51592 3.96925 -1.24201
33 H 0.83286 3.36785 -2.05140
34 H 0.78275 5.65390 -0.36316
35 H 2.14182 5.10832 -1.18421
36 H 2.21418 5.34537 0.59720
37 Cl -0.45360 -4.34497 5.02243
38 Cl -0.64407 0.43514 2.97260
39 B -4.19309 -3.00948 1.64253
40 F -4.75439 -2.16430 2.60200
41 F -5.14427 -3.51121 0.75466
42 F -3.27406 -2.27718 0.91864
43 F -3.49930 -4.08585 2.29021

The HOMO energy (alpha / beta) is -4.41 / -4.41 eV. As for the LUMO energy (alpha / beta): 1.23 / -2.41 eV. As for the spin multiplicity: 2. The calculation puts the HOMO-LUMO gap (alpha / beta) at 5.638 / 1.999 eV. As for the net charge: -1.

Atomic partial charges in e from the Mulliken method, atoms 1 to 2: 0.394 0.291

Calculated values (eV) of E for the records, taken in order: -492865.647; -20656.285; -23460.966; -120352.844.